This record from the Open Molecules 2025 dataset describes an isolated ion of composition C6H11ClN4O2 and charge +2 in a non-equilibrium geometry. The level of theory is ωB97M-V/def2-TZVPD.

Last column: natural (NBO) charge in e.
Cartesian coordinates (Å):
Cl1 2.012041 0.487829 2.245131  0.0469
O1 1.907546 -2.326962 -1.985847  -0.2976
O2 1.238397 -3.121188 -0.059757  -0.2767
N1 1.728483 -2.331009 -0.800070  0.5715
N2 -0.064509 -0.399351 0.926085  -0.2980
N3 0.640618 0.687716 -1.040252  -0.5589
N4 2.802261 0.702557 -1.910234  -0.6049
C1 -0.324359 0.336939 -0.097481  0.6149
C2 -1.694785 0.626623 -0.451983  -0.7306
C3 1.253281 -0.854021 1.242430  -0.0111
C4 1.908745 0.202113 -1.075082  0.5791
C5 -1.182392 -0.902735 1.825928  -0.3791
C6 2.174944 -0.901005 -0.158814  -0.2497
H1 3.187769 -0.955316 0.109234  0.2924
H2 -0.684753 -1.079613 2.750933  0.2510
H3 -2.279845 0.780488 0.400994  0.2738
H4 -1.965465 -0.234642 1.773246  0.2344
H5 3.623694 0.189923 -1.918665  0.4438
H6 1.222743 -1.843063 1.614064  0.2920
H7 0.280112 1.475631 -1.653941  0.4763
H8 -1.819458 1.513226 -1.013256  0.2765
H9 -2.267340 -0.064104 -1.086611  0.3247
H10 -1.602951 -1.785379 1.510933  0.2506
H11 2.686983 1.526994 -2.559407  0.4786

Forces on atoms 1 to 6 (eV/Å):
-0.4 -1.3 -0.3
-0.1 -0.9 -0.2
0.1 -0.4 -0.2
0.5 2.3 -0.5
-1.3 -0.8 0.0
-0.7 1.5 -0.1

Properties
**SMILES**: CC1=[NH+]C(=[NH2+])[C@H]([N+](=O)[O-])[C@@H](Cl)N1C
**Charge**: +2
**Relative energy (zero: lowest compared OMol25 entry of this formula, charge and spin)**: 68.1 kcal per mole
**2S+1**: 1
**Gap between HOMO and LUMO**: 0.331 hartree